2 unconnected molecules or ions with the total composition C19H17BCl4N2O2. Source: OMol25; level of theory: ωB97M-V/def2-TZVPD.

Element x y z (Å)
Cl -4.036747 0.046440 3.595683
B -2.746787 -1.277185 3.816587
Cl -2.626651 -1.865075 5.594704
Cl -3.098990 -2.722115 2.621751
O -1.407927 -0.714871 3.469973
C -0.314040 -1.396069 3.496655
C 0.912030 -0.707774 3.775829
C 2.109038 -1.419159 4.075378
C 3.330237 -0.747166 4.120297
C 3.376096 0.643796 3.919694
Cl 4.863052 1.474556 3.904933
C 2.181806 1.372537 3.788367
C 0.962602 0.718278 3.756975
H -0.349842 -2.492672 3.401896
H 2.041243 -2.498655 4.228227
H 4.259993 -1.279468 4.311099
H 2.234898 2.454264 3.709602
H 0.039237 1.291434 3.648056
H -1.418543 -0.904407 0.601633
C -1.973862 -0.532078 -0.307156
H -3.030725 -0.801076 -0.120143
C -1.820624 0.939383 -0.444192
C -1.025421 1.535212 -1.367622
N -0.600477 0.858447 -2.483527
C 0.242433 1.472950 -3.467174
C 1.326212 2.252668 -3.029506
C 2.247125 2.729608 -3.975233
C 1.980980 2.594551 -5.344574
C 0.861426 1.869411 -5.779058
C 0.040567 1.217582 -4.838525
C -0.979736 -0.466881 -2.609469
C -1.468062 -1.197725 -1.569582
C -1.552441 -2.671627 -1.767883
N -2.180751 -3.407692 -0.801064
O -1.088684 -3.176675 -2.793438
H -2.314246 1.548731 0.299009
H -0.697207 2.574477 -1.350626
H 1.465681 2.427922 -1.951799
H 3.160134 3.216760 -3.621350
H 2.647161 3.042228 -6.071291
H 0.613034 1.790034 -6.844695
H -0.757687 0.522266 -5.148398
H -0.742719 -0.832044 -3.608512
H -2.471456 -3.077958 0.120050
H -2.191359 -4.405162 -0.961579

Atoms 1-2, force components in eV/Å:
0.806 -0.507 0.071
-1.438 -0.628 -0.075

highest occupied orbital energy	-0.269	Eh
maximum force	2.403	eV/A
LUMO	-2.598	eV